Density functional theory data (the ωB97M-V functional and the def2-TZVPD basis) for a molecular structure, C7H23MnO7 in a non-equilibrium geometry.

```
! wB97M-V def2-TZVPD RIJCOSX def2/J DEFGRID3
* xyz 1 6
Mn -3.981 0.416 -22.337
C -7.323 1.679 -20.513
C -6.098 1.180 -21.192
O -5.232 0.492 -20.552
O -5.859 1.312 -22.441
H -7.768 0.892 -19.908
H -8.078 1.936 -21.263
H -7.190 2.626 -19.992
C -9.882 0.062 -22.862
O -8.820 -0.773 -23.290
H -10.125 0.814 -23.619
H -10.758 -0.582 -22.824
H -9.709 0.520 -21.889
H -7.985 -0.299 -23.301
C -6.552 3.899 -24.450
O -7.350 4.922 -24.997
H -6.405 4.165 -23.398
H -6.963 2.888 -24.511
H -5.538 3.868 -24.877
H -7.712 4.627 -25.840
C -7.764 -1.449 -17.997
O -8.069 -2.827 -17.832
H -6.873 -1.197 -17.425
H -7.492 -1.335 -19.051
H -8.600 -0.771 -17.819
H -8.397 -2.948 -16.935
C -4.252 -0.929 -17.957
O -4.648 0.414 -18.164
H -4.739 -1.565 -18.703
H -3.181 -1.106 -18.111
H -4.482 -1.289 -16.959
H -4.863 0.502 -19.096
C -11.032 0.311 -19.239
O -12.021 0.335 -20.253
H -10.250 1.068 -19.363
H -11.485 0.438 -18.255
H -10.542 -0.669 -19.303
H -11.773 0.940 -20.951
*
```

Results
E_LUMO (spin up / spin down): -0.2785 / -0.2794 Eh
⟨S²⟩: 8.75